[1]
# C3H4O

One molecule with the formula C3H4O in a non-equilibrium geometry (ωB97M-V with the def2-TZVPD basis set, the Open Molecules 2025 dataset).

Geometry as XYZ:
```
8
Properties=species:S:1:pos:R:3:nbo_charge:R:1
O 1.66 0.08 0.15 -0.71
C 0.37 -0.07 -0.42 0.03
C -0.75 0.60 0.15 -0.20
C -0.80 -0.79 0.09 -0.17
H 1.55 0.33 1.01 0.45
H 0.49 0.06 -1.51 0.15
H -1.29 1.48 0.08 0.22
H -1.23 -1.70 0.45 0.23
```

Its HOMO energy is -9.8 eV. Its spin multiplicity is 1. For the total energy, the calculation gives -5219.70806 eV. As for the energy relative to the best compared isomer or geometry (same formula, charge and spin): 56.0 kcal/mol. Its structure (SMILES) is OC1C=C1. The calculation puts the orbital gap at 10.667 eV. The max |F| comes out at 5.63 eV Å⁻¹.


[2]
# C40H58F9NO9P2S

A 3-piece molecular cluster, C40H58F9NO9P2S overall in a non-equilibrium geometry (ωB97M-V with the def2-TZVPD basis set, the Open Molecules 2025 dataset).

Geometry as XYZ:
```
120
Properties=species:S:1:pos:R:3:mulliken_charge:R:1
C 4.37 0.66 3.95 -0.15
C 4.58 -0.49 3.66 -0.04
C 4.88 -1.91 3.21 -1.44
C 5.66 -1.79 1.87 0.85
C 7.05 -1.56 1.97 -0.56
C 7.85 -1.39 0.81 -0.76
C 7.21 -1.47 -0.45 -0.57
C 5.83 -1.69 -0.53 0.68
C 5.00 -1.87 0.62 -0.07
N 3.59 -2.10 0.51 -0.33
C 2.94 -1.17 -0.37 -0.46
C 1.76 -0.52 0.05 0.17
C 1.10 0.42 -0.78 0.32
C -0.20 1.13 -0.36 -1.19
C -0.41 1.25 1.19 -0.68
C 0.53 2.26 1.87 1.14
F 0.69 3.32 1.01 -0.41
F 1.80 1.76 2.07 -0.20
C 0.00 2.84 3.23 0.39
F 0.50 4.12 3.32 -0.32
F -1.35 2.97 3.27 -0.23
C 0.49 2.10 4.52 0.68
F -0.22 2.64 5.57 -0.29
F 1.78 2.37 4.80 -0.23
C 0.20 0.55 4.56 0.41
F 1.22 -0.17 4.08 -0.17
F -0.97 0.21 4.00 -0.13
F 0.11 0.21 5.88 -0.31
C 1.63 0.70 -2.07 -0.20
O 1.03 1.62 -2.92 -0.66
C 2.81 0.06 -2.53 0.84
C 3.47 0.34 -3.90 -1.81
C 4.82 1.11 -3.63 -0.23
C 4.65 2.68 -3.69 -0.74
C 4.12 3.29 -2.36 -0.48
C 5.10 3.12 -1.15 -0.20
C 6.45 3.92 -1.34 -0.48
C 6.65 5.05 -0.25 -1.10
C 3.44 -0.87 -1.67 0.96
S 4.96 -1.75 -2.11 -0.40
H 4.42 1.75 3.96 0.43
H 3.94 -2.49 3.09 0.41
H 5.46 -2.45 3.99 0.48
H 7.53 -1.49 2.96 0.37
H 8.92 -1.19 0.87 0.37
H 7.79 -1.32 -1.37 0.40
H 3.16 -2.08 1.43 0.29
H 1.37 -0.75 1.06 -0.09
H -1.04 0.49 -0.72 0.25
H -0.33 2.11 -0.86 0.49
H -1.48 1.53 1.31 0.09
H -0.33 0.22 1.59 0.33
H 0.47 1.10 -3.52 0.34
H 3.76 -0.64 -4.33 0.49
H 2.85 0.96 -4.57 0.39
H 5.29 0.86 -2.67 0.03
H 5.53 0.85 -4.45 0.40
H 5.66 3.10 -3.87 0.31
H 3.92 2.89 -4.49 0.41
H 3.15 2.87 -2.03 -0.14
H 4.01 4.39 -2.52 0.45
H 5.25 2.06 -0.86 0.01
H 4.60 3.61 -0.28 0.40
H 7.28 3.20 -1.17 0.29
H 6.53 4.36 -2.35 0.32
H 5.95 4.96 0.60 0.34
H 7.67 4.95 0.17 0.29
H 6.57 6.07 -0.68 0.27
C 0.12 -3.50 -3.32 -1.19
C -0.32 -2.10 -3.69 0.12
O -1.59 -2.09 -4.36 -0.51
P -2.91 -2.55 -3.49 1.38
O -3.11 -1.32 -2.64 -0.79
O -4.12 -2.23 -4.56 -0.41
C -5.13 -1.25 -4.31 -0.33
C -4.72 0.10 -4.87 -1.06
O -2.79 -4.10 -4.08 -0.42
C -3.57 -4.63 -5.16 -0.17
C -3.15 -4.11 -6.51 -1.03
H -0.55 -3.96 -2.59 0.28
H 1.12 -3.49 -2.90 0.42
H 0.12 -4.15 -4.20 0.29
H -0.38 -1.47 -2.79 0.02
H 0.40 -1.65 -4.37 0.25
H -5.37 -1.20 -3.25 0.33
H -6.03 -1.59 -4.82 0.35
H -3.72 0.39 -4.55 0.24
H -5.42 0.87 -4.55 0.38
H -4.71 0.07 -5.96 0.30
H -4.64 -4.48 -4.97 0.26
H -3.43 -5.72 -5.14 0.36
H -3.11 -3.03 -6.56 0.24
H -3.84 -4.46 -7.28 0.37
H -2.15 -4.47 -6.76 0.32
C -4.89 -2.77 2.22 -0.87
C -5.97 -2.80 3.29 -0.37
O -6.13 -1.53 3.93 -0.33
P -6.72 -0.29 3.02 1.05
O -8.17 -0.66 2.96 -0.81
O -6.88 0.88 4.17 -0.49
C -8.15 1.43 4.53 -0.37
C -8.76 0.67 5.69 -1.10
O -5.17 0.24 2.70 -0.19
C -4.51 1.32 3.38 0.15
C -4.07 0.96 4.78 -0.89
H -5.18 -2.11 1.39 0.25
H -4.73 -3.77 1.81 0.43
H -3.95 -2.40 2.62 0.11
H -6.93 -3.12 2.87 0.31
H -5.69 -3.52 4.07 0.31
H -8.82 1.47 3.67 0.36
H -7.98 2.47 4.83 0.37
H -8.76 -0.41 5.52 0.29
H -9.79 0.99 5.87 0.38
H -8.18 0.84 6.60 0.29
H -5.14 2.22 3.36 0.31
H -3.63 1.56 2.78 -0.04
H -4.87 0.55 5.39 0.37
H -3.67 1.85 5.28 0.38
H -3.28 0.21 4.74 0.11
```

Its HOMO energy is -7.9 eV. Its spin multiplicity is 1. For the total energy, the calculation gives -116207.14484 eV. Its structure (SMILES) is C#CCc1cccc2c1Nc1cc(CCC(F)(F)C(F)(F)C(F)(F)C(F)(F)F)c(O)c(CCCCCCC)c1S2.CCOP(=O)(OCC)OCC.CCOP(=O)(OCC)OCC. The calculation puts the orbital gap at 6.966 eV. The max |F| comes out at 7.94 eV Å⁻¹.


[3]
# C48H73CaGeN2O7P2S

C48H73CaGeN2O7P2S as an isolated structure in a non-equilibrium geometry (ωB97M-V with the def2-TZVPD basis set, the Open Molecules 2025 dataset).

Geometry as XYZ:
```
135
Properties=species:S:1:pos:R:3:mulliken_charge:R:1
Ca 0.08 0.08 -0.70 2.43
C 0.16 3.47 -1.15 -0.26
C -1.24 3.92 -0.84 -0.92
O -1.85 3.00 0.13 -0.06
C -3.19 2.54 -0.24 -1.02
C -3.11 1.41 -1.24 -0.74
O -2.22 0.41 -0.79 0.48
C -2.69 -0.57 0.16 -0.52
C -2.36 -1.96 -0.40 -0.46
O -0.97 -1.97 -0.79 -0.21
C -0.71 -2.46 -2.15 0.11
C -0.91 -1.38 -3.22 -0.74
O -0.06 -0.25 -2.89 0.01
C -0.09 0.88 -3.76 -0.84
C 0.67 2.01 -3.08 -0.76
O 0.17 2.16 -1.72 0.26
H 0.73 3.41 -0.23 -0.62
H 0.65 4.19 -1.81 0.66
H -1.87 3.95 -1.72 0.58
H -1.21 4.92 -0.40 0.46
H -3.76 3.38 -0.64 0.34
H -3.67 2.22 0.68 0.48
H -2.71 1.77 -2.19 0.16
H -4.11 1.00 -1.43 0.60
H -3.77 -0.48 0.31 0.94
H -2.18 -0.41 1.11 -0.28
H -2.99 -2.17 -1.27 0.02
H -2.53 -2.71 0.36 0.50
H -1.38 -3.29 -2.38 0.54
H 0.32 -2.80 -2.15 -0.57
H -1.95 -1.07 -3.27 0.22
H -0.63 -1.79 -4.19 0.61
H -1.13 1.18 -3.96 0.31
H 0.38 0.63 -4.71 0.52
H 0.54 2.94 -3.63 0.62
H 1.73 1.76 -3.04 0.20
O 0.54 0.76 1.38 -0.08
P 1.80 0.29 2.12 1.10
C 2.07 -1.50 1.75 -1.91
P 2.81 -1.72 0.08 -0.38
O 2.09 -0.75 -0.87 -1.11
C 2.64 -3.41 -0.43 1.52
C 2.59 -4.45 0.49 -0.69
C 2.64 -5.77 0.06 -0.79
C 2.74 -6.04 -1.30 -0.61
C 2.79 -5.00 -2.22 -0.69
C 2.75 -3.69 -1.80 -0.89
C 4.56 -1.43 0.17 1.22
C 5.33 -2.10 1.13 -0.70
C 6.71 -1.95 1.14 -0.76
C 7.32 -1.14 0.18 -0.63
C 6.56 -0.49 -0.78 -0.75
C 5.17 -0.63 -0.79 -0.19
C 3.28 1.15 1.62 0.61
C 3.23 2.06 0.56 0.22
C 4.36 2.78 0.20 -0.88
C 5.54 2.59 0.90 -0.84
C 5.60 1.68 1.95 -0.96
C 4.48 0.97 2.32 -0.42
C 1.65 0.49 3.88 0.78
C 0.98 -0.50 4.61 -0.57
C 0.88 -0.41 5.98 -0.88
C 1.45 0.67 6.65 -0.69
C 2.10 1.66 5.93 -1.10
C 2.21 1.58 4.55 -0.74
H 1.09 -1.99 1.74 0.72
H 2.69 -1.95 2.53 1.16
H 2.52 -4.25 1.56 0.38
H 2.60 -6.58 0.77 0.46
H 2.79 -7.07 -1.64 0.45
H 2.88 -5.22 -3.28 0.49
H 2.82 -2.88 -2.51 0.52
H 4.87 -2.75 1.87 0.36
H 7.31 -2.47 1.87 0.48
H 8.39 -1.04 0.18 0.45
H 7.04 0.13 -1.52 0.49
H 4.57 -0.13 -1.53 0.32
H 2.31 2.18 0.01 -0.43
H 4.31 3.48 -0.62 0.58
H 6.42 3.15 0.62 0.50
H 6.53 1.53 2.48 0.56
H 4.53 0.27 3.14 0.54
H 0.53 -1.35 4.10 0.33
H 0.37 -1.19 6.54 0.50
H 1.38 0.73 7.73 0.47
H 2.55 2.50 6.45 0.53
H 2.73 2.35 4.01 1.06
C -6.81 -2.44 -7.10 -1.27
C -5.48 -2.23 -6.39 -0.37
N -4.74 -3.49 -6.33 -0.14
C -4.04 -3.95 -5.29 0.46
S -3.79 -3.04 -3.86 -0.55
N -3.51 -5.18 -5.39 -0.11
C -3.78 -6.21 -6.39 -0.28
C -4.13 -7.53 -5.73 -1.26
H -7.36 -1.50 -7.15 0.37
H -7.42 -3.17 -6.57 0.33
H -6.67 -2.78 -8.13 0.36
H -5.62 -1.88 -5.37 0.38
H -4.88 -1.48 -6.92 0.22
H -4.80 -4.07 -7.15 0.16
H -3.05 -5.48 -4.55 0.20
H -2.89 -6.33 -7.03 0.22
H -4.60 -5.91 -7.04 0.28
H -3.28 -7.93 -5.17 0.35
H -4.40 -8.27 -6.48 0.38
H -4.97 -7.41 -5.05 0.33
C -4.62 3.44 5.70 -1.45
C -4.13 3.01 4.33 -0.20
C -2.78 2.31 4.40 -1.05
C -2.23 1.86 3.02 0.32
Ge -1.57 3.39 2.11 0.44
C 0.24 3.93 2.39 1.03
C 0.29 5.42 2.80 -0.83
C 1.70 5.85 3.21 -0.60
C 2.15 5.25 4.54 -1.14
H -5.59 3.94 5.64 0.39
H -3.92 4.14 6.17 0.34
H -4.74 2.58 6.37 0.35
H -4.08 3.88 3.67 0.28
H -4.86 2.32 3.88 0.35
H -2.87 1.41 5.02 0.55
H -2.05 2.95 4.91 0.34
H -3.00 1.33 2.46 0.55
H -1.38 1.18 3.13 -0.41
H -2.51 4.59 1.95 -0.14
H 0.85 3.75 1.52 -0.23
H 0.62 3.28 3.18 -0.38
H -0.39 5.61 3.63 0.38
H -0.06 6.04 1.97 0.39
H 1.72 6.94 3.28 0.41
H 2.41 5.57 2.42 0.26
H 1.45 5.50 5.34 0.34
H 3.12 5.63 4.83 0.44
H 2.22 4.16 4.50 0.06
```

Its HOMO energy is -13.6 eV. Its spin multiplicity is 1. Its total charge is +3. For the total energy, the calculation gives -172624.96934 eV. The calculation puts the orbital gap at 7.502 eV. The max |F| comes out at 1.15 eV Å⁻¹.


[4]
# C3H5NOS

C3H5NOS as an isolated structure in a non-equilibrium geometry (ωB97M-V with the def2-TZVPD basis set, the Open Molecules 2025 dataset).

Geometry as XYZ:
```
11
Properties=species:S:1:pos:R:3:nbo_charge:R:1
C 2.38 -0.21 0.03 -0.67
C 0.90 -0.14 0.02 0.53
C -0.97 1.18 0.14 -0.24
H 2.80 0.21 0.91 0.24
H 2.77 -1.21 -0.20 0.24
H 2.78 0.50 -0.78 0.24
H -1.53 1.84 -0.63 0.21
H -1.06 1.59 1.13 0.18
N 0.10 -1.15 0.07 -0.60
O 0.44 1.14 -0.17 -0.50
S -1.49 -0.56 -0.05 0.36
```

Its HOMO energy is -8.3 eV. Its spin multiplicity is 1. For the total energy, the calculation gives -17563.98624 eV. As for the energy relative to the best compared isomer or geometry (same formula, charge and spin): 29.5 kcal/mol. The calculation puts the orbital gap at 9.238 eV. The max |F| comes out at 2.62 eV Å⁻¹.